{
  "formula": "C36H34F6N8NaO6PS4",
  "method": "ωB97M-V with the def2-TZVPD basis set",
  "gap_ev": 6.087,
  "lumo_energy_ev": 3.72,
  "relative_energy_kcal_mol": 0.0,
  "charge": -2,
  "homo_ev": -2.4,
  "elements": ["Na", "C", "O", "C", "C", "C", "C", "C", "C", "N", "N", "C", "C", "C", "C", "O", "C", "N", "C", "C", "C", "C", "H", "H", "H", "H", "H", "H", "H", "H", "H", "H", "H", "H", "F", "C", "F", "F", "S", "O", "O", "N", "S", "O", "O", "C", "F", "F", "F", "C", "N", "C", "N", "C", "N", "C", "N", "C", "C", "H", "H", "H", "H", "H", "H", "H", "H", "H", "H", "H", "H", "S", "P", "S", "C", "C", "C", "C", "C", "C", "C", "C", "C", "C", "C", "C", "H", "H", "H", "H", "H", "H", "H", "H", "H", "H"],
  "positions_angstrom": [[-0.467483, -0.512424, 3.029725], [2.059408, 2.196502, -3.735590], [2.883585, 2.441470, -2.610824], [3.658134, 1.398595, -2.181314], [3.941137, 0.274983, -2.945357], [4.711201, -0.744155, -2.397593], [5.143041, -0.687859, -1.083442], [4.898669, 0.468394, -0.342560], [4.178867, 1.509337, -0.894553], [5.934631, -1.772688, -0.583542], [5.707757, -2.309515, 0.522055], [4.544647, -2.072074, 1.298837], [4.750690, -2.031241, 2.666682], [3.744235, -1.730605, 3.575450], [2.411982, -1.499434, 3.159686], [1.465431, -1.232614, 3.951819], [2.173193, -1.612034, 1.712711], [0.898164, -1.389813, 1.305512], [0.592634, -1.543967, 0.037832], [1.516049, -2.022525, -0.909915], [2.804812, -2.237881, -0.516769], [3.203641, -1.947922, 0.810231], [1.409887, 3.063159, -3.831349], [1.448112, 1.301793, -3.591127], [2.649407, 2.090237, -4.651534], [3.556556, 0.170246, -3.949627], [4.934584, -1.630644, -2.979408], [5.245992, 0.542245, 0.680303], [3.972673, 2.395601, -0.307650], [5.761594, -2.209675, 3.019468], [3.953907, -1.689357, 4.637631], [-0.430497, -1.347243, -0.261773], [1.170280, -2.215326, -1.917532], [3.526260, -2.644453, -1.211225], [-2.946423, 2.891220, 1.646194], [-3.839692, 1.974820, 1.258086], [-3.608408, 1.666859, -0.010091], [-5.056904, 2.518265, 1.350920], [-3.717229, 0.464483, 2.305269], [-2.407205, -0.053052, 1.999342], [-4.868982, -0.303330, 1.960490], [-3.866836, 1.083439, 3.743173], [-2.841348, 1.023363, 4.916790], [-3.288903, 0.218609, 6.012537], [-1.456543, 0.921666, 4.519724], [-2.981198, 2.748291, 5.547159], [-4.243424, 3.069754, 5.828420], [-2.513342, 3.626486, 4.656631], [-2.259888, 2.869600, 6.665438], [1.529072, 1.953184, 4.085008], [1.051019, 1.722671, 2.712871], [2.217493, 1.691826, 1.829233], [2.985132, 2.946916, 1.885662], [3.410221, 3.150540, 3.272712], [2.278987, 3.214217, 4.200149], [1.399590, 4.303035, 3.771220], [0.920666, 4.135613, 2.396937], [0.204335, 2.853506, 2.322760], [2.089349, 4.045195, 1.518438], [2.163629, 1.114864, 4.373710], [0.671402, 1.986246, 4.755688], [1.885260, 1.518038, 0.803528], [2.867622, 0.868238, 2.125326], [3.975472, 4.085481, 3.334778], [4.059646, 2.322624, 3.565798], [1.945217, 5.249062, 3.840912], [0.536626, 4.343289, 4.439895], [-0.136974, 2.701157, 1.296198], [-0.664189, 2.887741, 2.979249], [2.644528, 4.986595, 1.570072], [1.750087, 3.893759, 0.490642], [-0.943386, -1.375635, -3.770387], [-2.545790, -2.260412, -2.989030], [-2.735129, -2.505525, -1.040154], [-4.031819, -1.380691, -3.633747], [-4.252283, -1.315965, -5.008204], [-5.352971, -0.643025, -5.513741], [-6.240569, -0.012342, -4.647510], [-6.019386, -0.064695, -3.279886], [-4.921198, -0.752564, -2.773675], [-2.781476, -3.897312, -3.805796], [-1.791256, -4.477968, -4.584063], [-1.990048, -5.730067, -5.157199], [-3.186229, -6.403802, -4.963748], [-4.183661, -5.825415, -4.185324], [-3.977963, -4.584208, -3.605556], [-3.545413, -1.787887, -5.681311], [-5.516619, -0.603549, -6.584681], [-7.099874, 0.519017, -5.040483], [-6.702135, 0.427349, -2.597278], [-4.743950, -0.814622, -1.705967], [-0.868876, -3.929721, -4.736241], [-1.206199, -6.177333, -5.757661], [-3.342720, -7.377567, -5.413610], [-5.119594, -6.347559, -4.023731], [-4.742502, -4.141886, -2.977144]],
  "forces_ev_per_angstrom": [[0.4509, 0.0436, -0.0480], [-0.0302, -0.0230, -0.0101], [0.0356, 0.0055, 0.0153], [-0.0322, -0.0019, -0.0198], [0.0234, 0.0102, -0.0136], [0.0035, 0.0450, -0.0013], [-0.0043, -0.0238, -0.0472], [-0.0078, -0.0024, -0.0281], [0.0150, -0.0174, 0.0399], [0.1086, 0.0686, 0.0292], [-0.1437, -0.0245, 0.0662], [0.1039, -0.0173, -0.1267], [-0.0593, 0.0185, 0.0591], [0.0646, -0.0123, -0.0116], [-0.0480, -0.0441, 0.0782], [0.1027, -0.0040, 0.0605], [-0.0318, -0.0012, -0.0769], [0.0376, -0.0614, -0.0975], [0.0155, -0.0557, -0.0351], [-0.0457, -0.0129, 0.0407], [-0.0030, -0.0162, 0.0107], [-0.0168, -0.0147, 0.0444], [-0.0021, 0.0004, 0.0011], [-0.0061, -0.0072, -0.0089], [-0.0009, 0.0037, 0.0030], [-0.0060, -0.0072, -0.0023], [-0.0052, 0.0118, -0.0167], [0.0163, -0.0211, 0.0108], [-0.0080, -0.0077, -0.0085], [0.0042, 0.0082, -0.0064], [-0.0055, 0.0020, -0.0017], [-0.0061, 0.0177, 0.0027], [0.0208, 0.0055, -0.0062], [-0.0326, -0.0100, 0.0248], [0.0321, 0.0285, -0.0165], [0.0038, 0.0139, 0.1063], [0.0023, -0.0353, -0.0931], [-0.0493, 0.0371, 0.0217], [-0.0262, -0.0002, -0.2036], [-0.2200, 0.0243, 0.1244], [0.0324, -0.0048, -0.0231], [-0.0844, -0.0370, 0.0911], [-0.0895, 0.1022, -0.0031], [0.0286, 0.0001, 0.0087], [-0.0582, -0.0458, 0.1662], [-0.0029, -0.0072, -0.0891], [-0.0597, 0.0014, 0.0316], [0.0035, 0.0337, -0.0448], [0.0534, 0.0001, 0.0512], [0.0027, -0.0171, -0.0245], [-0.0744, 0.0748, 0.1387], [-0.0248, -0.0225, -0.0324], [0.0089, 0.0227, 0.0313], [-0.0287, -0.0101, -0.0124], [0.0331, -0.0020, 0.0074], [-0.0083, -0.0060, -0.0069], [0.0044, 0.0127, -0.0177], [0.0158, -0.0409, -0.0613], [-0.0098, 0.0003, -0.0062], [-0.0010, 0.0016, 0.0081], [-0.0089, 0.0066, 0.0040], [0.0130, -0.0018, -0.0159], [0.0115, 0.0106, -0.0049], [-0.0022, 0.0023, 0.0017], [-0.0010, -0.0019, 0.0003], [0.0033, -0.0006, -0.0004], [0.0007, -0.0020, 0.0025], [-0.0093, -0.0042, 0.0105], [0.0085, 0.0099, 0.0194], [0.0019, 0.0021, 0.0015], [0.0027, -0.0023, 0.0005], [0.0343, -0.0056, -0.0224], [-0.0145, 0.0378, -0.0195], [-0.0386, -0.0570, -0.0524], [0.0472, 0.0122, -0.0214], [-0.0159, 0.0287, -0.0180], [0.0108, -0.0065, 0.0050], [0.0026, -0.0021, 0.0063], [0.0059, -0.0047, 0.0067], [-0.0252, -0.0091, 0.0096], [-0.0324, 0.0123, 0.0439], [-0.0028, 0.0098, -0.0367], [-0.0012, 0.0044, 0.0057], [0.0096, 0.0039, -0.0040], [0.0033, 0.0121, 0.0066], [0.0038, -0.0323, 0.0049], [0.0031, -0.0035, 0.0068], [-0.0053, 0.0026, 0.0027], [0.0026, 0.0007, -0.0037], [-0.0031, 0.0018, -0.0062], [0.0032, -0.0012, -0.0016], [-0.0023, -0.0035, -0.0015], [-0.0022, -0.0004, -0.0005], [-0.0001, -0.0002, 0.0025], [0.0026, -0.0035, -0.0047], [0.0034, 0.0054, 0.0005]],
  "lowdin_charge": [0.36, -0.09, -0.10, -0.28, -0.02, -0.06, -0.32, -0.02, -0.01, 0.03, 0.04, -0.27, -0.06, -0.04, -0.41, -0.09, -0.16, 0.10, -0.12, -0.03, -0.02, -0.11, 0.09, 0.09, 0.08, 0.10, 0.11, 0.12, 0.10, 0.10, 0.09, 0.04, 0.06, 0.10, 0.12, -0.67, 0.15, 0.13, 0.60, -0.30, -0.26, -0.29, 0.60, -0.27, -0.30, -0.68, 0.13, 0.13, 0.13, -0.16, -0.06, -0.17, -0.09, -0.18, -0.08, -0.18, -0.08, -0.16, -0.18, 0.12, 0.11, 0.13, 0.12, 0.12, 0.13, 0.12, 0.12, 0.13, 0.10, 0.12, 0.12, 0.11, -0.05, 0.20, -0.39, -0.11, -0.11, -0.12, -0.10, -0.11, -0.39, -0.12, -0.10, -0.12, -0.10, -0.10, 0.10, 0.09, 0.09, 0.10, 0.06, 0.05, 0.09, 0.09, 0.09, 0.10]
}

=====

{
  "formula": "C16H23MnN2O12",
  "method": "ωB97M-V with the def2-TZVPD basis set",
  "gap_ev": [3.470, 3.412],
  "lumo_energy_ev": [-10.62, -10.67],
  "charge": 2,
  "homo_ev": [-14.1, -14.1],
  "s_squared": 12.016,
  "spin_multiplicity": 7,
  "elements": ["Mn", "N", "O", "O", "O", "C", "C", "C", "O", "C", "O", "O", "H", "H", "H", "H", "H", "H", "C", "C", "C", "O", "C", "O", "O", "H", "H", "H", "H", "H", "H", "C", "C", "C", "O", "C", "O", "O", "H", "H", "H", "H", "H", "H", "N", "C", "C", "C", "C", "H", "H", "H", "H", "H"],
  "positions_angstrom": [[3.426585, 1.568461, -0.752445], [1.755045, -0.417199, -0.372765], [1.817755, 0.364141, -1.357825], [1.035695, -1.369939, -0.230755], [2.539955, -0.035309, 0.509125], [-0.160115, 2.859711, -6.624925], [-0.148065, 1.831411, -5.395835], [0.016655, 2.407031, -3.993485], [-1.318765, 2.230891, -3.544865], [-1.964455, 1.344601, -4.310965], [-3.073875, 0.916031, -3.961125], [-1.337945, 1.067031, -5.459145], [-0.449815, 2.434531, -7.585855], [0.823155, 3.327361, -6.574065], [-0.950615, 3.609111, -6.584755], [0.728375, 1.199431, -5.539215], [0.198005, 3.473481, -4.127245], [0.643765, 1.689211, -3.464725], [1.631645, 0.256471, 4.414155], [2.344985, -0.825599, 5.300375], [2.334785, -2.257129, 4.603235], [3.402865, -2.839879, 5.324845], [4.218555, -1.944529, 5.776755], [5.324935, -2.108599, 6.188115], [3.777765, -0.703349, 5.417825], [2.000545, 0.429841, 3.403235], [1.829545, 1.207361, 4.908885], [0.592165, -0.011109, 4.224435], [1.815865, -0.867649, 6.252415], [2.665125, -2.117509, 3.573925], [1.451955, -2.885589, 4.720435], [-1.526705, 0.627121, 1.359015], [-1.559295, 1.899851, 2.291805], [-2.933665, 2.522731, 2.508705], [-3.060485, 2.668251, 3.899595], [-2.135285, 1.835651, 4.520175], [-2.116995, 1.619121, 5.726895], [-1.387865, 1.255911, 3.579655], [-2.552475, 0.322001, 1.152165], [-0.854945, -0.221989, 1.484975], [-1.236105, 1.009581, 0.380555], [-0.832615, 2.677941, 2.058105], [-3.772475, 1.990421, 2.060205], [-3.010485, 3.505751, 2.044085], [-0.507585, -3.365299, -1.733915], [-0.623305, -4.563469, -2.347995], [-1.247225, -4.348879, -3.674225], [-1.707025, -3.019799, -3.681575], [-1.153715, -2.453989, -2.485815], [-0.001075, -3.198059, -0.876255], [-0.169365, -5.443979, -1.917815], [-1.253185, -5.108799, -4.441615], [-2.272395, -2.607499, -4.504225], [-1.057785, -1.435269, -2.140265]],
  "forces_ev_per_angstrom": [[-1.2705, -1.5368, 0.7400], [-0.3904, -0.7138, 1.4393], [-0.6283, 0.8387, -3.1162], [0.4518, 1.0644, -0.9234], [2.0315, 0.5181, 2.0209], [-0.3478, -0.4799, 1.6148], [1.7766, 1.1306, -3.7867], [-1.9457, -0.5689, -1.9146], [0.1351, 0.3083, 1.0823], [-4.9209, -1.2292, 1.2434], [3.3507, 0.6916, -1.2237], [0.2521, 0.0377, 1.6303], [0.8930, -0.7318, 0.1008], [-0.0986, 0.1645, -0.6752], [0.0820, 0.3072, 0.9192], [-0.2465, -0.4386, -0.4944], [0.6886, -0.1554, 0.9101], [0.4980, 0.8742, 0.5821], [1.3312, -0.3285, 0.6406], [-1.1226, -0.9117, -3.0584], [0.0479, 1.7108, 1.2718], [-1.0994, -2.7642, -0.0571], [3.0560, 1.7388, -0.8823], [-0.6301, -0.3684, 0.5058], [-1.5919, 0.9598, 0.8402], [0.7717, -0.5995, -0.1319], [-0.8640, 0.1320, 0.1235], [-0.0947, 0.2940, 0.8374], [0.4039, 0.0727, 0.2448], [-0.2560, -0.1850, -0.2322], [0.0554, 0.2503, -0.0784], [-0.4377, 2.1713, -1.8148], [-0.7653, -3.1358, 0.4501], [-0.4037, 1.0709, -1.2962], [0.8963, -0.7062, 0.9079], [-1.7957, 0.1749, 3.0552], [0.3238, 0.6233, -3.6673], [1.3121, 0.5889, 0.3160], [0.0602, -0.4443, 0.5000], [-0.0716, 0.2999, 1.1143], [0.1158, 0.1412, -0.5079], [0.4246, -0.3198, 0.3500], [0.0499, -0.6175, 0.3507], [0.2222, 0.1865, 0.1680], [-0.5665, -1.2824, -0.5684], [0.4472, 0.2151, -1.4501], [-0.0773, 1.0781, 1.8562], [1.4032, -2.2372, 0.3943], [-0.2217, 1.3218, -0.3236], [-0.2312, 0.1106, 0.0093], [-0.1518, -0.1263, -0.0989], [-0.4174, 0.0572, 0.0512], [0.1049, 0.5658, 0.3324], [-0.5383, 0.1821, -0.3012]],
  "lowdin_spin": [4.84, 0.00, 0.07, 0.02, 0.07, 0.00, 0.00, 0.00, 0.00, 0.00, 0.00, 0.00, 0.00, 0.00, 0.00, 0.00, 0.00, 0.00, 0.00, 0.00, 0.00, 0.00, 0.00, 0.00, 0.00, 0.00, 0.00, 0.00, 0.00, 0.00, 0.00, 0.00, 0.00, 0.00, 0.00, 0.00, 0.00, 0.00, 0.00, 0.00, 0.00, 0.00, 0.00, 0.00, 0.05, 0.38, 0.14, 0.07, 0.34, 0.00, 0.01, 0.00, 0.00, 0.01]
}

=====

{
  "formula": "C9H10NPtS3",
  "method": "ωB97M-V with the def2-TZVPD basis set",
  "gap_ev": [5.992, 6.531],
  "lumo_energy_ev": [3.12, 2.97],
  "charge": -1,
  "homo_ev": [-2.9, -3.6],
  "s_squared": 2.012,
  "spin_multiplicity": 3,
  "elements": ["Pt", "S", "C", "C", "C", "C", "C", "N", "H", "H", "H", "H", "C", "C", "S", "C", "C", "S", "H", "H", "H", "H", "H", "H"],
  "positions_angstrom": [[0.663131, -0.882049, -1.058741], [3.059612, -1.523431, -0.859972], [2.673003, -1.632477, 0.819378], [3.528374, -1.980775, 1.876458], [3.026667, -2.011827, 3.159103], [1.686566, -1.698793, 3.395037], [0.903359, -1.362233, 2.307529], [1.382593, -1.331723, 1.068707], [4.562266, -2.216482, 1.665638], [3.675456, -2.278864, 3.985461], [1.266269, -1.711930, 4.390906], [-0.143584, -1.102908, 2.413919], [-3.519658, 0.821876, -2.180745], [-2.054192, 0.641673, -1.852662], [-1.533095, -1.018138, -1.674535], [-1.198114, 1.671751, -1.719708], [-1.617385, 3.112018, -1.864171], [0.496066, 1.440551, -1.375097], [-4.025220, -0.143210, -2.172101], [-3.664730, 1.263189, -3.171402], [-4.023218, 1.465905, -1.454620], [-2.657653, 3.208341, -2.176470], [-0.993649, 3.621486, -2.602848], [-1.492872, 3.648039, -0.919069]],
  "forces_ev_per_angstrom": [[-0.1177, 0.0656, 0.0027], [-0.0053, -0.0214, 0.0760], [0.0059, 0.0121, -0.0743], [0.0058, -0.0046, 0.0092], [-0.0161, 0.0042, -0.0049], [0.0201, -0.0012, -0.0069], [-0.0008, 0.0110, 0.0141], [0.0410, -0.0192, -0.0113], [-0.0017, -0.0004, -0.0027], [-0.0023, 0.0001, 0.0013], [0.0027, -0.0008, 0.0015], [-0.0019, -0.0017, -0.0066], [0.0023, -0.0046, 0.0014], [-0.0109, -0.0333, -0.0094], [0.0442, -0.0095, -0.0043], [0.0270, 0.0251, -0.0091], [0.0051, -0.0003, -0.0031], [0.0061, -0.0200, 0.0251], [0.0008, 0.0006, -0.0020], [0.0009, 0.0023, 0.0014], [-0.0017, -0.0015, 0.0007], [-0.0003, -0.0023, 0.0013], [-0.0007, -0.0004, 0.0009], [-0.0022, 0.0003, -0.0009]],
  "lowdin_spin": [1.06, 0.08, 0.03, 0.00, 0.01, 0.01, 0.02, 0.11, 0.00, 0.00, 0.00, 0.00, 0.00, 0.02, 0.26, 0.05, 0.01, 0.32, 0.00, 0.00, 0.00, 0.00, 0.00, 0.00]
}

=====

{
  "formula": "C3H6N3O2",
  "method": "ωB97M-V with the def2-TZVPD basis set",
  "gap_ev": [7.969, 8.181],
  "lumo_energy_ev": [-3.42, -8.44],
  "relative_energy_kcal_mol": 57.4,
  "charge": 1,
  "homo_ev": [-11.4, -16.6],
  "s_squared": 2.025,
  "spin_multiplicity": 3,
  "elements": ["C", "C", "C", "N", "N", "N", "O", "O", "H", "H", "H", "H", "H", "H"],
  "positions_angstrom": [[0.629922, 0.178311, 0.090160], [-1.778090, 1.585410, 0.115435], [2.293693, -1.274829, 0.040028], [-2.237425, -1.854916, -0.386030], [-1.854450, -0.795700, -0.232466], [-1.275020, 0.270923, -0.119029], [0.949134, 1.290060, 0.295078], [0.909835, -0.979851, -0.082302], [-0.870731, 2.162603, 0.067865], [-2.380052, 1.856549, -0.729347], [-2.348261, 1.781653, 1.037596], [2.928205, -0.341694, -0.297827], [2.588519, -2.046043, -0.812152], [2.444718, -1.832480, 1.012985]],
  "forces_ev_per_angstrom": [[-3.1512, 5.6720, 0.2856], [0.0804, 0.4457, -0.1238], [4.1246, -1.9514, -2.2400], [-1.2645, -6.1889, -0.8221], [-1.3715, 5.4131, 0.6149], [3.1523, -0.5470, 0.7555], [1.2833, -1.1138, 0.0758], [-0.1861, -2.9142, -0.5580], [-0.0143, 0.6208, 0.3244], [-0.7105, 0.1026, -0.5620], [0.1999, -0.6200, -0.1403], [-1.2097, -1.7135, 1.5984], [-1.0760, 1.4420, 1.7874], [0.1432, 1.3526, -0.9960]],
  "lowdin_spin": [0.12, 0.09, 0.01, 0.80, 0.34, 0.49, 0.07, 0.02, 0.00, 0.03, 0.03, 0.00, 0.00, 0.00]
}

=====

Number 1: electronic energy -135445.7710 eV. Number 2: electronic energy -75810.3604 eV. Number 3: electronic energy -46739.8906 eV. Number 4: electronic energy -11758.5476 eV.